Entry from the OMol25 dataset: the ion CH2NO3PS with charge -2 (wB97M-V/def2-TZVPD).

Last column: Löwdin charge in e.
Atoms and positions in Å:
C (-0.664, 1.136, 0.039)  -1.093
N (0.405, 0.480, 0.279)  -0.132
O (-3.445, 0.054, -1.016)  -0.453
O (-2.832, -0.495, 1.389)  -0.442
O (-1.481, -1.586, -0.424)  -0.327
P (-2.377, -0.180, 0.015)  0.260
S (-0.954, 2.820, -0.110)  0.134
H (-0.980, -1.680, 0.441)  0.022
H (1.184, 1.234, 0.633)  0.031

Force components x, y, z for each atom (eV/Å):
-2.4 -1.3 0.0
2.2 1.7 1.6
0.9 0.2 -0.1
0.1 0.4 1.5
0.1 0.8 1.6
1.5 -0.3 -1.7
0.1 0.3 0.1
-0.5 0.0 -1.6
-2.0 -1.8 -1.4

## Properties
calculated total energy: -1059.38753 hartree
charge: -2
gap between HOMO and LUMO: 5.8 eV
largest force on an atom: 3.20 eV Å⁻¹
SMILES string: [H]/N=C(\[S-])[P@](=O)([O-])O
energy above the lowest of the compared OMol25 structures with the same formula, charge and spin: 228.7 kJ/mol
HOMO: 0.35 eV